# 1
2 unconnected molecules or ions with the total composition CH7N2Si. Source: the OMol25 dataset; level of theory: ωB97M-V/def2-TZVPD.

Atoms and positions in Å:
H -1.508 -1.352 -0.430
H 0.134 -2.040 -0.979
Si 1.811 0.647 -0.061
H 2.152 2.006 0.547
H 2.095 -0.434 0.906
C 0.017 -0.138 -0.159
H 2.315 -0.018 -1.293
N -0.512 -1.222 -0.559
H -2.347 1.349 -0.016
H -2.261 0.183 1.219
N -1.895 1.018 0.823

The net charge is +1. The spin multiplicity is 1. As for the highest occupied orbital energy (alpha / beta): -0.5663 / -0.5315 Ha. As for the frontier orbital gap (alpha / beta): 0.35430 / 0.34422 hartree. The LUMO energy (alpha / beta) is -5.8 / -5.1 eV.


# 2
2 unconnected molecules or ions with the total composition CH7N3O. Source: the OMol25 dataset; level of theory: ωB97M-V/def2-TZVPD.

Atoms and positions in Å:
O 1.470 0.027 0.023
H 0.650 0.597 -0.169
H -1.757 -1.935 0.580
H -1.739 1.949 -0.240
N 2.005 -0.279 -1.272
H -0.873 1.512 1.144
H -0.428 -0.832 1.454
N -1.780 -0.003 0.097
N -1.191 1.235 0.218
H 1.969 -1.294 -1.372
C -1.324 -0.967 0.768
H 2.998 -0.010 -1.230

The spin multiplicity is 1. Its SMILES is C=NN.NO. As for the highest occupied orbital energy: -0.3402 Ha. As for the frontier orbital gap: 0.37967 hartree. The LUMO energy is 1.1 eV.


# 3
A gas-phase ion, CH7N4 (charge +1). Source: the OMol25 dataset; level of theory: ωB97M-V/def2-TZVPD.

Atoms and positions in Å:
H 1.648 -0.550 0.611
N -0.612 1.184 0.084
N -1.689 0.741 0.958
H 0.651 -1.760 -1.975
H -1.092 1.879 -0.576
H -2.022 -0.147 0.557
H -1.360 0.635 1.936
H 0.012 1.712 0.823
N -0.089 0.123 -0.626
N 1.232 -1.685 -1.040
C 0.949 -0.638 -0.268
H 1.884 -2.397 -0.824

The net charge is +1. The spin multiplicity is 1. Its SMILES is N/C=N/[NH2+]N. As for the highest occupied orbital energy: -0.5240 Ha. As for the frontier orbital gap: 0.39100 hartree. The LUMO energy is -3.6 eV.